Formula: C9H24B3F12FeO9S3
Source: OMol25
Level of theory: ωB97M-V with the def2-TZVPD basis set

Its HOMO-LUMO gap (spin up / spin down) is 10.504 / 8.917 eV. The spin multiplicity is 5. Its expectation value of S² is 6.005. For the HOMO energy (spin up / spin down), the calculation gives -0.304 / -0.245 Eh. The total charge is -1.

Each line ends with the natural charge from an NBO analysis.
Geometry (Å):
1 Fe -0.507 0.261 -0.974  1.66
2 B -2.586 0.167 1.653  1.33
3 F -2.684 1.489 1.942  -0.57
4 F -1.778 -0.321 2.656  -0.57
5 F -3.794 -0.361 1.738  -0.54
6 F -1.978 0.110 0.414  -0.58
7 B 1.685 -0.337 -2.377  1.33
8 F 0.523 -1.092 -2.680  -0.57
9 F 2.417 -1.071 -1.427  -0.57
10 F 2.478 -0.251 -3.591  -0.57
11 F 1.302 0.905 -1.879  -0.55
12 B -2.268 0.444 -2.840  1.29
13 F -2.593 0.170 -4.134  -0.54
14 F -2.027 -0.592 -2.064  -0.54
15 F -1.079 1.064 -2.746  -0.55
16 F -3.276 1.174 -2.299  -0.55
17 O -0.391 3.530 2.002  -0.89
18 S -0.474 3.658 0.522  2.33
19 O -0.396 2.464 -0.312  -0.99
20 O -1.896 4.436 0.177  -0.72
21 C -2.859 4.055 -0.805  -0.07
22 C -2.359 4.383 -2.238  -0.65
23 C 0.803 4.847 -0.044  -0.82
24 H -3.699 4.692 -0.529  0.19
25 H -3.002 2.980 -0.704  0.24
26 H -2.112 5.420 -2.464  0.19
27 H -3.035 4.082 -3.038  0.23
28 H -1.430 3.820 -2.335  0.22
29 H 0.508 5.874 0.171  0.25
30 H 0.728 4.592 -1.101  0.25
31 H 1.700 4.485 0.458  0.26
32 O 3.162 1.391 1.937  -0.94
33 S 2.017 0.551 2.106  2.31
34 O 0.909 0.621 1.181  -0.91
35 O 2.622 -1.057 2.169  -0.71
36 C 4.018 -1.207 2.145  -0.07
37 C 4.318 -2.622 2.679  -0.62
38 C 1.337 0.691 3.900  -0.78
39 H 4.558 -0.448 2.710  0.19
40 H 4.367 -1.286 1.116  0.19
41 H 3.961 -2.806 3.693  0.21
42 H 5.360 -2.939 2.648  0.21
43 H 3.701 -3.301 2.091  0.20
44 H 0.947 1.709 3.887  0.26
45 H 2.123 0.544 4.641  0.22
46 H 0.639 -0.144 3.968  0.27
47 O 0.008 -1.598 -0.002  -0.97
48 S 0.009 -2.959 0.573  2.32
49 O -0.009 -3.231 2.031  -0.86
50 O -1.251 -3.759 -0.138  -0.71
51 C -1.359 -3.909 -1.584  -0.07
52 C -2.807 -3.841 -2.037  -0.64
53 C 1.509 -3.826 -0.120  -0.83
54 H -0.928 -4.861 -1.894  0.17
55 H -0.644 -3.217 -2.028  0.21
56 H -3.080 -4.111 -3.057  0.23
57 H -3.363 -2.956 -1.727  0.25
58 H -3.352 -4.564 -1.429  0.21
59 H 1.312 -4.893 -0.014  0.23
60 H 2.307 -3.522 0.557  0.25
61 H 1.690 -3.530 -1.153  0.27

Forces on atoms 1 to 2 (eV/Å):
Fe 0.72 0.01 1.41
B 0.73 1.46 2.49